This record from the OMol25 dataset describes a 2-piece molecular cluster, C5H14 overall in a non-equilibrium geometry. The level of theory is the ωB97M-V functional and the def2-TZVPD basis.

Element x y z (Å)
C -0.72992 -2.77531 -0.43730
C -1.83620 -1.71677 -0.50595
H -0.54067 -2.89402 0.63155
H -0.84485 -3.78490 -0.82535
H 0.21722 -2.40482 -0.83317
H -1.43304 -0.73146 -0.71619
H -2.60771 -1.96022 -1.23435
H -2.38257 -1.60784 0.43296
C 0.48667 1.45704 0.60656
C 0.97836 2.87379 0.71297
C 1.16704 0.51890 -0.41107
H 0.63450 0.94570 1.56311
H -0.58565 1.42401 0.45777
H 0.89293 3.50178 -0.17748
H 2.04009 2.91380 0.96276
H 0.74231 -0.47218 -0.29701
H 1.13276 0.91222 -1.42477
H 0.49157 3.39879 1.53751
H 2.17717 0.40150 -0.04254

Forces on atoms 1 to 6 (eV/Å):
0.724 0.439 1.203
-0.589 -0.416 -0.322
0.301 -0.307 0.019
-0.697 0.191 -0.273
-0.130 -0.002 -0.230
0.043 0.056 -0.239

Output
M: 74.167 g mol⁻¹
SMILES: CCC.CC
max |F|: 0.029 hartree/bohr
relative energy (zero: lowest compared OMol25 entry of this formula, charge and spin): 38.4 kJ/mol
charge: 0